The following is a DFT calculation (ωB97M-V/def2-TZVPD) of C25H65Cu2O24S7 as an isolated structure in a non-equilibrium geometry.

The spin multiplicity is 4. The calculation puts the total energy at -8864.55877 a.u. As for the net charge: +2.

XYZ file:
```
123
Properties=species:S:1:pos:R:3:forces:R:3:lowdin_spin:R:1
O 3.220 4.654 2.470 0.6 -1.8 1.2 0.850
C -2.710 -0.015 5.134 -1.3 -1.6 1.1 0.000
Cu 1.694 -0.060 3.342 -0.4 0.1 -1.5 0.304
H -1.796 6.167 -0.727 -0.3 0.0 -0.1 0.000
H 7.686 -2.502 -3.691 0.2 0.0 -0.1 0.000
H 0.782 3.603 -1.896 0.3 0.8 0.2 0.000
C 4.597 -5.120 2.732 0.4 -1.3 -0.5 0.000
H -2.585 -0.138 -4.473 0.2 -0.1 0.1 0.000
O -1.336 -3.499 3.454 -2.4 5.0 -3.4 0.001
C -2.908 1.738 2.407 2.1 -0.3 0.6 0.000
S -4.566 1.858 -1.699 1.7 -0.6 2.3 0.000
H -4.281 6.629 0.471 0.1 -0.2 -1.1 0.000
O 2.001 0.536 1.165 -0.4 0.1 -0.9 0.554
H -2.958 6.708 1.470 0.5 -0.2 0.1 0.000
H -4.399 0.699 6.306 0.4 -0.2 0.6 0.000
H -5.471 -0.958 -1.603 -0.1 -0.5 -0.5 0.000
S -2.207 0.443 -8.588 -1.0 0.4 -0.6 0.000
H 5.824 -2.302 1.379 0.0 0.0 -0.3 0.000
C -1.084 -5.223 4.823 -0.1 -0.6 1.7 0.000
H 1.878 0.851 -0.831 0.8 0.7 0.1 0.046
H -0.339 1.405 -0.276 0.3 -0.1 0.1 0.000
C -3.433 6.016 0.775 -0.2 1.3 0.8 0.000
H -1.176 1.020 -6.174 0.1 0.2 -0.1 0.000
S 3.638 -2.711 2.283 -0.5 -2.2 -1.1 0.000
H 3.678 2.775 5.305 0.2 -0.4 0.3 0.043
C -0.880 -3.237 0.684 1.0 0.2 1.6 0.000
H -3.457 2.598 -8.800 0.7 -0.2 -0.5 0.000
H -2.847 -0.375 -0.462 0.2 0.4 0.0 0.000
H -1.767 -1.658 -5.077 -0.3 -0.2 0.9 0.000
H -3.977 -1.359 -2.501 0.3 0.3 0.4 0.000
C -0.159 3.855 -1.407 0.0 -0.2 0.6 0.000
O 0.603 5.723 0.399 -0.9 -2.6 0.5 0.001
H 2.061 3.284 5.014 -0.5 -0.3 -0.3 0.027
S -0.019 4.397 0.358 -2.1 1.5 -2.8 0.000
O -0.442 0.888 3.576 -0.7 0.2 -0.2 0.002
H -0.307 -4.155 0.820 0.1 0.1 0.2 0.000
H -4.519 -2.330 -1.080 -0.1 -0.4 -0.7 0.000
Cu 2.981 2.639 1.400 -1.1 -0.1 0.8 0.078
H 4.108 -6.120 4.581 0.2 0.0 0.1 0.000
H -2.404 1.412 1.498 -0.1 0.3 -0.1 0.000
S 3.466 -1.880 -3.951 0.7 -0.5 -1.9 0.000
O 2.894 1.857 3.685 0.0 1.7 0.4 0.779
H -1.286 -4.566 5.670 -0.4 -0.4 0.3 0.000
H -0.634 -0.167 0.343 0.0 -0.1 0.2 0.003
H -2.163 2.756 -7.546 0.1 -0.4 -0.2 0.000
H 1.819 -0.779 -0.521 0.1 -0.5 0.7 0.005
H -6.447 2.693 -0.327 0.0 -0.3 -0.7 0.000
H 2.423 0.028 -3.162 0.0 0.4 0.0 0.001
H 6.632 -2.111 -2.415 -0.5 0.2 0.0 0.000
H -1.993 -0.439 5.837 0.1 0.4 0.2 0.000
H 4.512 -1.862 0.167 0.0 0.2 0.3 0.000
O -0.817 0.648 -8.954 -1.4 -0.5 0.6 0.000
C -5.617 3.132 -0.879 1.2 0.2 0.3 0.000
H 5.849 -5.661 4.384 0.0 -0.5 0.1 0.000
C 3.630 4.342 3.819 -1.8 -0.7 -1.1 0.071
H -0.771 -0.409 -4.263 -0.3 -0.2 0.6 0.000
C -2.890 2.094 -8.018 -0.8 -1.2 -0.1 0.000
C -4.178 -0.132 5.636 0.2 1.6 -0.5 0.000
C 1.451 0.159 -0.106 -0.1 0.4 -0.3 0.065
O -4.623 0.763 -0.418 -0.1 2.1 -0.6 0.000
H -0.711 2.919 -1.498 -0.4 0.2 0.6 0.000
H -5.887 3.908 -1.595 -0.3 -0.5 -0.4 0.000
H 6.683 -1.381 -5.349 -0.2 0.4 0.0 0.000
C -3.927 -0.508 -0.388 0.9 1.1 -1.0 0.000
O -3.161 -0.176 -9.517 1.9 1.1 2.2 0.000
H -0.327 -0.486 -6.525 0.0 0.0 -0.1 0.000
C -0.395 -4.372 3.879 3.0 -0.2 -0.8 0.000
O 4.355 -3.823 3.266 -0.8 3.0 -0.4 0.000
H 4.709 4.195 3.762 0.3 0.2 -0.1 0.043
H -3.576 0.943 2.741 0.0 0.3 0.1 0.000
C 2.987 3.027 4.501 0.7 0.4 -1.6 0.097
C 6.628 -2.351 -3.479 1.7 -0.5 0.7 0.000
H -0.269 -2.575 0.071 -0.4 0.0 -0.3 0.000
O 2.348 -2.224 -4.861 2.6 1.2 2.4 0.000
C 4.956 -6.054 3.899 -0.8 0.8 -1.3 0.000
H 5.073 -7.012 3.391 0.5 -0.2 0.5 0.000
H -3.034 4.778 -0.875 0.6 0.2 -0.7 0.000
H -0.477 0.042 -1.342 0.9 -0.2 -0.4 -0.001
O 3.535 -1.404 2.981 -0.2 -2.0 -0.5 0.002
O 0.443 3.259 1.129 0.2 0.8 0.3 0.001
O 4.813 -1.868 -4.909 -2.4 0.3 0.3 0.000
H -0.757 4.626 -1.893 0.5 0.0 -0.2 0.000
S -0.963 -2.297 2.312 -1.1 -1.3 -0.2 0.000
H 0.020 -4.914 3.029 0.2 -0.2 -0.1 0.000
C -2.441 5.436 -0.240 -1.6 -0.1 1.4 0.000
H 6.180 -3.333 -3.632 -0.2 0.2 0.0 0.000
H 0.383 -3.769 4.348 0.5 -0.4 0.1 0.000
H -4.773 0.219 4.793 -0.4 -0.7 -0.3 0.000
O -3.137 2.228 -1.844 -2.5 -0.2 0.3 0.000
H -4.586 -1.038 6.086 0.6 -0.2 -0.4 0.000
C 4.883 -2.577 0.902 -1.1 0.0 1.1 0.000
H 3.783 -5.470 2.098 -0.6 0.0 0.6 0.000
H -3.313 2.749 2.354 -0.1 -0.3 0.0 0.000
H -3.910 5.272 1.413 0.3 -0.5 -0.2 0.000
C -0.037 0.364 -0.398 -1.0 0.1 1.6 0.013
H 4.109 0.053 -2.567 0.0 -0.3 -0.1 0.000
C 6.082 -1.343 -4.441 -0.6 -1.1 -0.1 0.000
O -1.103 3.228 3.950 -1.0 -1.8 -0.3 0.000
C 3.469 -0.101 -3.437 -0.7 -1.0 0.0 0.001
O -5.272 1.363 -2.826 0.0 -0.1 -0.2 0.000
H -3.701 1.812 -7.347 0.3 0.0 0.4 0.000
C -1.282 -0.064 -6.212 0.2 0.7 0.3 0.000
H 5.970 -0.322 -4.075 0.1 0.0 0.0 0.000
O -2.297 -0.418 -7.140 -0.2 0.9 -2.2 0.000
C -4.451 -1.335 -1.520 -1.1 -1.1 1.0 0.000
H -2.016 -5.603 4.407 0.2 -0.3 0.2 0.000
H -5.051 3.683 -0.128 0.5 -0.4 0.0 0.000
H 4.892 -3.553 0.416 0.1 0.0 0.2 0.000
O 2.442 -3.407 1.758 2.0 2.0 0.9 0.000
H 5.407 -5.114 2.002 0.5 0.4 0.3 0.000
C -1.670 -0.597 -4.848 0.5 -0.2 -1.3 0.000
O -2.148 -1.457 2.172 1.7 -1.0 0.7 0.000
H -1.881 -3.504 0.345 0.1 0.6 0.1 0.000
S -1.535 1.858 3.717 -0.9 0.6 0.9 0.000
H -0.364 -5.967 5.162 -0.5 -0.4 0.0 0.000
H -2.597 -0.609 4.227 0.0 0.5 -0.3 0.000
H -4.098 -0.882 0.622 -0.4 -0.1 -0.3 0.000
H 3.369 5.220 4.410 0.3 -0.1 0.3 0.007
O -2.501 1.388 4.967 1.8 1.0 -1.2 0.001
O 0.336 -1.682 2.633 -1.3 -0.8 -0.1 0.006
H 3.771 0.579 -4.234 -0.2 -0.3 -0.2 0.000
O 3.725 -2.690 -2.764 -0.6 1.1 -1.1 0.000
O -1.682 4.531 0.597 3.4 -0.9 0.6 0.000
```
Forces are in eV/Å.

---

The following is a DFT calculation (ωB97M-V/def2-TZVPD) of a 7-piece molecular cluster, C25H66O6P overall.

The spin multiplicity is 1. The calculation puts the total energy at -1784.68982 a.u. As for the net charge: +1.

XYZ file:
```
98
Properties=species:S:1:pos:R:3:forces:R:3:mulliken_charge:R:1
C -2.586 4.300 7.143 0.0 0.0 0.0 -1.329
H -3.670 -6.230 -0.693 0.0 0.0 0.0 0.337
H -2.203 2.590 0.831 0.2 -0.4 0.1 0.515
H -6.595 0.568 -5.082 0.0 0.0 0.0 0.381
H -4.973 -7.096 -1.514 0.0 0.0 0.0 0.381
H 6.233 -0.204 -5.320 0.0 0.0 0.0 0.371
C -5.278 0.681 -3.370 0.0 -0.1 -0.1 0.528
H 4.146 1.825 1.997 0.0 0.0 0.0 0.292
H -0.192 3.391 1.843 0.0 -0.3 0.1 0.477
C 4.332 -1.721 -0.062 -0.1 0.1 0.0 -1.086
H 5.806 2.924 0.447 0.0 0.0 0.0 0.444
H -5.868 1.422 -1.659 -0.1 0.0 0.0 0.343
H 4.302 4.330 2.067 0.0 0.0 0.0 0.428
H 4.658 0.593 -5.261 0.0 0.0 0.0 0.370
C -3.202 4.417 4.701 0.0 0.0 0.0 -1.191
H -2.814 4.359 3.682 0.0 0.0 0.0 0.225
H 0.801 -0.566 2.740 0.1 -0.3 0.0 0.173
O 6.616 -0.187 -2.624 -0.1 -0.1 0.1 -0.513
H -5.844 -4.908 -2.383 0.0 0.0 0.0 0.266
H -4.518 -1.110 -2.405 0.0 0.0 0.0 0.072
H -2.056 2.260 5.637 0.0 -0.1 0.1 0.332
O -5.084 1.506 -2.211 0.1 0.0 0.1 -0.539
H -0.797 2.310 3.140 0.1 0.2 -0.4 0.051
C 5.344 -4.025 0.107 0.0 0.0 0.0 -1.464
H 2.667 3.759 2.425 0.0 0.0 0.0 0.308
H 1.412 -2.074 3.463 -0.2 0.1 -0.2 0.383
H 6.317 -3.654 -0.227 0.0 0.0 0.0 0.330
H -1.766 4.156 7.845 0.0 0.0 0.0 0.322
O 4.214 -3.276 -1.908 -0.2 0.0 0.1 -0.587
C 4.232 -3.178 -0.486 0.0 0.0 0.0 0.478
H -0.336 -1.748 3.413 0.3 0.0 -0.1 0.316
C -5.200 -4.943 -1.502 -0.1 0.0 0.0 0.432
H -0.636 -2.180 -0.387 0.1 0.2 0.3 0.426
O -4.381 -3.773 -1.623 0.0 0.1 0.0 -0.419
C 3.810 2.435 1.157 0.2 -0.1 0.0 0.285
H 5.247 -5.062 -0.212 0.0 0.0 0.0 0.372
H -5.423 -4.865 0.642 0.0 0.0 0.0 0.332
H -6.369 2.205 -4.444 0.0 0.0 0.0 0.361
H -5.467 -1.420 -3.856 0.0 0.0 0.0 0.395
O 2.652 1.732 0.661 -0.1 0.1 0.0 -0.245
H -0.328 2.046 -1.169 0.0 -0.1 0.1 0.111
H 4.292 -1.609 1.024 0.0 0.0 0.0 0.419
C 0.319 -0.260 -0.060 0.0 -0.1 -0.2 0.146
H 4.880 -0.985 -4.492 0.0 0.0 0.0 0.301
H 3.520 -1.137 -0.503 0.0 0.0 0.0 0.061
H 3.266 -3.587 -0.175 0.0 0.0 0.0 0.215
C -0.371 -1.544 0.472 0.0 -0.2 0.2 -1.092
H -0.019 -3.322 1.618 0.3 0.3 -0.1 0.476
H 0.841 -0.455 -1.014 -0.1 0.0 0.4 0.519
H -6.271 -0.946 -2.358 0.0 0.0 0.0 0.322
C 5.764 0.657 -3.398 -0.1 0.0 -0.1 0.924
P -0.907 1.039 -0.383 -0.2 -0.5 0.2 0.297
H 5.107 1.456 -0.255 0.1 0.0 0.0 0.130
H 6.680 2.483 -2.697 0.0 0.0 0.0 0.289
H 5.327 -3.991 1.198 0.0 0.0 0.0 0.366
H 4.879 0.788 -2.768 0.0 0.0 0.0 -0.025
C -2.087 4.211 5.712 0.0 0.1 0.0 0.438
C 4.884 2.468 0.084 -0.1 -0.1 -0.1 -1.163
C -0.425 2.349 2.102 -0.1 -0.2 0.1 -0.696
H 0.509 1.770 2.062 -0.3 0.2 0.0 -0.013
H -3.969 3.645 4.821 0.0 0.0 0.0 0.329
H -6.723 -5.732 -0.181 0.0 0.0 0.0 0.401
C 6.407 2.011 -3.641 0.1 0.0 0.1 -1.374
H -3.047 5.268 7.338 0.0 0.0 0.0 0.379
H -2.220 0.504 -2.368 0.1 -0.1 0.3 0.444
H 7.316 1.902 -4.238 0.0 0.0 0.0 0.413
O -1.419 2.965 5.483 0.0 0.0 -0.2 -0.521
H -1.311 4.963 5.552 0.0 0.0 0.0 0.243
C 0.607 -1.645 2.853 -0.2 -0.1 -0.3 -1.066
H -1.324 -1.291 0.981 0.4 -0.1 -0.2 0.460
H -2.499 -0.672 -1.043 0.1 0.2 0.0 0.281
C 3.433 3.818 1.652 -0.1 0.0 0.0 -1.451
C -5.385 -0.782 -2.977 0.0 0.0 0.0 -0.950
H -7.391 1.049 -3.580 0.0 0.0 0.0 0.385
H -3.680 5.388 4.833 0.0 0.0 0.0 0.406
H 5.056 -2.944 -2.230 0.2 0.1 -0.1 0.338
H -4.370 0.835 -3.959 0.0 0.0 0.0 0.237
H 1.488 -2.554 1.060 -0.3 0.1 0.1 -0.178
H 5.277 -1.302 -0.412 0.0 0.1 0.0 0.543
C -1.510 1.789 1.148 -0.2 0.2 0.1 -0.622
H -3.227 0.964 -0.990 0.3 -0.3 -0.2 0.448
C -4.351 -6.201 -1.550 0.1 0.0 0.0 -1.304
H 4.540 3.044 -0.782 0.0 0.0 0.0 0.390
H -3.336 3.525 7.331 0.0 0.0 0.0 0.363
H 2.338 2.230 -0.101 0.1 0.1 -0.1 0.232
C 0.489 -2.352 1.480 -0.2 0.2 0.1 -0.306
C -6.057 -4.872 -0.250 0.0 0.1 0.0 -1.295
C -2.335 0.383 -1.284 -0.1 0.4 0.0 -1.043
H -3.784 -3.767 -0.870 0.1 0.0 0.1 0.254
H 3.049 4.427 0.827 0.0 0.0 0.0 0.340
H -2.138 1.017 1.629 0.3 0.2 -0.1 0.458
C -6.477 1.156 -4.171 0.0 0.1 0.0 -1.515
H 1.075 0.139 0.632 -0.2 0.0 -0.2 0.002
C 5.355 -0.025 -4.693 0.0 0.0 0.0 -1.406
H 7.423 -0.340 -3.126 0.1 0.0 0.0 0.315
H -6.660 -3.964 -0.248 0.0 0.0 0.0 0.300
H 5.729 2.674 -4.181 0.0 0.0 0.0 0.372
H -3.753 -6.228 -2.461 0.0 0.0 0.0 0.321
```
Forces are in eV/Å.

---

The following is a DFT calculation (ωB97M-V/def2-TZVPD) of a 13-piece molecular cluster, C25H67BI2N2O16 overall in a non-equilibrium geometry.

The spin multiplicity is 1. The calculation puts the total energy at -2926.16899 a.u.

XYZ file:
```
113
Properties=species:S:1:pos:R:3:forces:R:3:mulliken_charge:R:1
H -2.147 -1.035 2.950 0.2 -0.3 0.2 0.341
C 4.379 -5.225 5.117 -0.2 -0.2 -0.1 -0.602
C -2.141 -6.123 -2.458 0.4 0.1 -0.1 -0.512
O -2.209 -1.244 -4.567 0.0 0.1 -0.1 -0.377
H 6.118 -7.061 -0.412 -0.1 0.1 0.0 0.256
H -2.120 -5.044 -2.284 -0.2 0.0 0.2 0.128
C 0.207 1.357 1.102 -1.2 0.1 0.4 0.607
H 2.141 -3.839 3.238 -0.6 0.6 -0.1 0.291
H -0.282 2.669 -7.016 0.0 -0.1 0.0 0.253
O 5.912 -6.541 -1.196 0.2 -0.2 0.0 -0.442
H -3.112 -4.448 -4.770 0.1 -0.2 -0.2 0.104
H -0.025 -2.891 -3.282 0.0 -0.2 -0.1 0.224
O 0.909 5.117 5.846 0.1 0.0 0.0 -0.497
H -1.479 10.181 0.833 0.2 0.1 -0.1 0.199
C -4.105 -4.418 -5.223 0.1 0.4 0.1 -0.369
H 6.636 -6.319 -3.097 -0.1 0.0 0.1 0.230
C -3.414 11.983 -0.882 -0.4 0.0 -0.1 -0.499
H 4.705 -4.762 -1.456 0.0 -0.1 -0.1 0.316
O -6.047 0.651 2.282 -0.1 0.0 0.0 -0.495
H 3.349 -2.891 -1.407 -0.2 0.0 0.1 0.188
C -0.821 1.904 -6.463 -0.2 -0.4 0.1 -0.429
C -0.447 5.042 0.642 -0.5 -0.4 0.6 -1.422
C -6.008 1.332 3.530 0.3 -0.2 -0.3 -0.412
H 2.478 -0.868 2.791 0.0 -0.5 -0.2 -0.390
H 1.704 -3.250 -3.563 -0.1 -0.1 0.0 -0.009
O -1.846 8.211 0.339 0.0 -0.1 0.0 -0.458
C 1.108 -2.870 1.600 0.5 0.3 0.1 -1.043
C 0.878 -2.584 -3.818 0.1 0.1 0.2 -0.333
H 3.243 -5.707 -1.777 0.0 0.0 0.1 0.294
H -0.272 1.666 -5.547 0.0 0.2 0.1 0.149
C -0.091 2.747 1.578 -1.8 -0.1 -0.4 -1.623
O -1.443 -6.431 -3.660 0.0 0.0 0.0 -0.501
N 2.137 -1.273 4.834 -0.2 0.0 -0.5 -0.774
C 6.855 -6.899 -2.204 0.0 -0.1 0.3 -0.547
O 2.912 -3.740 -1.280 -0.1 -0.1 -0.1 -0.326
O -4.154 10.776 -0.701 0.2 -0.1 0.0 -0.468
H -5.485 2.286 3.417 0.0 0.1 0.2 0.135
H -3.265 -1.781 1.184 0.0 -0.3 -0.3 0.364
H -0.535 -6.132 -3.546 -0.1 -0.1 -0.1 0.295
H 3.809 -4.524 -2.980 0.0 -0.2 0.0 0.286
O 1.200 -1.239 -3.475 -0.2 0.1 -0.2 -0.600
H 1.144 -1.051 4.787 0.1 0.1 0.2 0.233
H 3.821 2.940 1.713 -0.1 -0.1 0.4 0.278
B 2.689 1.787 0.734 -0.1 -0.5 -0.1 0.575
H -2.426 -1.455 -2.518 -0.1 0.0 0.1 0.166
H 2.867 5.322 6.394 -0.1 0.0 0.0 0.249
H 3.561 -2.059 3.560 -0.2 0.0 -0.4 0.356
H -2.764 8.415 0.125 0.1 0.0 0.0 0.251
H 2.633 -5.934 4.650 0.0 0.1 0.0 0.266
H -1.404 0.082 -6.773 0.0 0.0 -0.1 0.306
C -0.958 0.365 1.052 1.9 -0.8 0.5 0.058
O 2.090 -0.956 -0.595 1.3 -0.5 -1.4 -0.698
H -3.494 12.317 -1.919 0.1 0.1 0.0 0.272
C -1.026 3.600 0.596 1.0 1.1 1.1 -0.155
C -0.593 -1.033 1.509 -0.9 0.7 0.5 1.340
O 3.420 1.952 -0.417 -0.7 -0.1 0.3 -0.651
H 0.758 -2.921 3.804 0.0 0.1 -0.3 0.396
O 3.003 -5.057 4.789 0.2 -0.2 0.1 -0.479
H -1.023 3.235 -0.432 -0.3 -0.4 0.3 0.555
H -2.865 0.148 -3.177 -0.1 0.0 0.2 0.293
H 0.346 4.438 5.460 0.0 0.1 0.0 0.234
H 2.890 1.536 -1.114 0.6 0.0 -0.2 0.350
H -1.059 5.745 0.071 0.3 -0.1 -0.1 0.468
H -4.020 -4.193 -6.289 0.1 -0.2 0.0 0.275
H -1.820 2.274 -6.215 0.1 0.2 0.1 0.239
H 4.481 -5.819 6.028 0.2 0.0 0.0 0.273
H -5.499 0.716 4.276 0.0 0.1 0.2 0.222
H -5.136 0.496 2.010 -0.1 0.1 -0.1 0.291
H -3.173 -6.449 -2.559 0.0 0.0 -0.1 0.265
O -4.898 -3.426 -4.577 -0.1 -0.1 0.0 -0.517
I -1.165 2.476 3.474 1.7 -0.6 1.0 0.033
H -1.294 -0.952 -4.462 0.0 -0.1 0.0 0.200
C 1.576 -2.897 3.073 0.9 -0.3 0.0 -0.732
H 6.772 -7.963 -2.438 0.1 0.0 -0.1 0.260
C -1.623 -1.789 2.348 0.0 0.5 -0.6 -1.360
I -3.051 3.814 1.354 -0.6 0.5 -1.9 -0.024
C 1.445 -0.580 0.333 -1.4 0.6 1.8 0.379
H -2.372 11.785 -0.649 0.0 0.0 0.0 0.162
N -2.651 -2.493 1.566 0.4 0.3 0.4 -0.616
H 0.353 -3.655 1.470 0.1 0.2 -0.2 0.562
H 0.615 5.064 0.366 -0.3 0.0 -0.2 0.315
H 2.204 3.688 6.607 0.2 0.0 0.0 0.240
H -3.925 -1.250 -3.449 0.0 0.0 0.1 0.307
O -0.924 0.746 -7.280 0.0 0.0 0.0 -0.516
C -2.892 -0.930 -3.355 0.4 0.2 -0.1 -0.578
H 2.612 -0.398 5.041 0.0 -0.1 0.0 0.271
H -4.587 -5.385 -5.098 -0.1 0.1 0.0 0.234
O -2.044 0.644 0.660 -1.6 0.5 -0.4 -0.522
C 1.381 0.881 0.733 1.1 -0.1 0.0 -0.140
H -1.683 -6.641 -1.611 -0.1 0.0 0.1 0.322
H 4.907 -5.720 4.297 0.1 0.0 0.1 0.259
H 0.695 -2.631 -4.890 0.0 0.1 0.0 0.364
H 7.870 -6.675 -1.870 0.1 0.0 -0.2 0.267
O 3.060 2.368 1.915 0.4 0.3 -0.7 -0.500
C 0.597 -1.505 1.177 0.6 -0.4 -0.1 0.834
H 0.771 3.352 1.854 0.0 -0.4 -0.2 0.659
C -1.100 9.406 0.162 -0.4 -0.1 0.0 -0.543
H 2.598 4.291 4.971 0.1 -0.1 0.1 0.109
H -0.057 9.203 0.397 0.0 -0.1 0.0 0.308
H -1.179 9.741 -0.876 0.1 0.2 0.0 0.238
H -1.074 -2.481 2.991 -0.3 0.1 0.0 0.290
H -4.449 -2.584 -4.703 0.0 -0.1 -0.1 0.266
C 2.216 4.568 5.958 -0.3 -0.1 -0.1 -0.383
H -3.794 12.757 -0.212 0.1 0.1 -0.1 0.272
H 4.814 -4.242 5.281 -0.1 0.0 0.0 0.236
H -0.519 5.358 1.694 0.1 0.1 -0.3 0.389
C 3.720 -4.739 -1.909 -0.1 0.6 0.0 -0.842
H -7.029 1.519 3.856 0.0 0.0 -0.1 0.249
H -5.074 10.965 -0.912 0.1 -0.1 0.0 0.279
C 2.514 -1.739 3.471 0.0 0.4 0.9 0.524
H 1.978 -3.109 0.973 -0.4 -0.1 0.0 0.075
H -2.201 -3.001 0.812 -0.3 0.1 -0.1 0.236
H 1.354 -1.216 -2.523 0.1 0.0 0.0 0.378
```
Forces are in eV/Å.

---

Question: The highest total energy belongs to which entry?
Answer: C25H66O6P

---

Question: total energy of number 1 (C25H65Cu2O24S7)?
Answer: -8864.55877 a.u.

---

Question: What is the total energy in the first record?
Answer: -8864.55877 a.u.

---

Question: What is the formula in the third record?
Answer: C25H67BI2N2O16